# 1
This record from the Open Molecules 2025 dataset describes 2 unconnected molecules or ions with the total composition CHF2NO2 at a distorted geometry. The level of theory is the ωB97M-V functional and the def2-TZVPD basis.

```
7
Properties=species:S:1:pos:R:3:forces:R:3:nbo_charge:R:1
C -1.4719 0.3046 0.1862 4.855 -1.086 0.142 0.77
N -1.4909 1.3734 -0.8729 0.368 0.017 -0.597 0.44
O -1.1105 2.4569 -0.5066 -0.214 0.077 0.142 -0.32
O -1.7429 1.0310 -2.0093 -0.194 -0.131 0.662 -0.33
F -2.1324 -0.7493 -0.0749 -1.939 -0.529 -0.061 -0.28
F -1.6205 0.8043 1.3973 -0.213 -0.498 -0.969 -0.29
H 0.2411 -0.6116 -0.1137 -2.662 2.149 0.680 0.01
```
Forces are in eV/Å.

Properties
relative energy (zero: lowest compared OMol25 entry of this formula, charge and spin)	4.0966	eV
max |F|	4.98	eV Å⁻¹
gap between HOMO and LUMO (alpha / beta)	0.3313 / 0.3363	Eh

---

# 2
This record from the Open Molecules 2025 dataset describes 21 unconnected molecules or ions with the total composition H43O21 at a distorted geometry. The level of theory is the ωB97M-V functional and the def2-TZVPD basis.

```
64
Properties=species:S:1:pos:R:3:forces:R:3:nbo_charge:R:1
O -0.9183 -4.1342 -0.0363 -0.240 -0.537 -1.857 -0.95
H 2.6131 -2.8955 1.9598 0.379 -0.497 0.017 0.47
H -0.7096 -0.7546 -2.5395 0.861 0.226 -0.835 0.51
O -1.6175 0.5389 1.4158 0.129 -1.309 -1.148 -0.99
H -1.9242 0.2494 0.5481 -0.872 0.048 -0.427 0.48
H -2.1549 -0.0913 -4.3744 0.095 0.147 -0.279 0.47
O -0.5436 4.9863 -1.0305 -0.084 -0.032 -0.835 -0.93
H -0.0873 5.1351 -1.8682 0.614 0.078 0.288 0.46
H -0.3639 -3.1230 -3.7830 0.045 0.152 0.129 0.48
O 2.8125 -2.8450 -0.3539 -0.351 0.317 -1.132 -0.97
H 1.0913 -3.4825 -3.4492 -0.015 0.017 0.133 0.46
H 1.7647 -1.8271 1.2567 0.157 -0.202 -0.204 0.48
O 3.9998 -0.1255 -0.0528 0.445 0.230 -0.854 -0.97
H -2.3768 2.1958 1.1856 1.063 0.374 -0.013 0.48
H 4.8219 0.1608 -0.4780 0.275 -0.665 0.156 0.47
O 0.4461 -3.4783 -4.1578 0.036 -0.227 -0.394 -0.94
H -1.8002 0.6325 5.3520 0.144 0.439 -0.161 0.50
H -0.5061 2.7607 -3.4720 0.869 0.833 0.329 0.47
O -3.0356 -1.9692 1.8630 2.169 -0.761 1.802 -0.79
H 3.3930 0.4655 -0.5341 -0.634 -0.300 -0.076 0.51
H -2.2702 -2.4049 2.4994 -1.091 0.882 -0.927 0.56
O -1.5179 -0.7896 -4.5494 -0.288 -0.296 0.270 -0.96
H -1.0818 -3.3255 0.4223 0.294 -0.343 1.341 0.46
H -1.0157 -1.5498 4.1039 0.249 0.478 0.074 0.53
O -1.0930 2.5976 3.7102 0.467 -0.908 0.480 -1.00
H -3.2196 1.5979 -0.3657 0.347 0.375 0.178 0.46
H -1.5649 2.5667 2.8680 -0.099 0.687 0.192 0.50
O -2.1222 3.1052 0.9705 -1.615 0.667 0.209 -0.97
H -0.3169 0.1688 5.4072 -0.097 0.410 0.097 0.48
H -1.1799 3.2214 0.9203 0.663 -0.430 -0.211 0.50
O 2.7813 -0.8535 -2.8087 0.411 -0.657 1.209 -0.94
H 3.7108 -1.0761 -2.6774 0.443 0.087 -1.011 0.47
H -2.3727 -1.6835 1.1539 -1.218 -0.006 -0.842 0.56
O -2.0635 -1.5723 -0.5135 2.240 -1.235 -0.003 -1.02
H -2.4881 -1.6625 -1.3764 -0.402 -0.038 0.207 0.52
H -1.1681 -2.0587 -0.7046 -1.711 1.690 -0.302 0.54
O -3.8962 1.7402 -1.0174 -0.520 -0.364 -0.666 -0.94
H -1.1886 3.4458 4.1464 -0.254 0.213 -0.393 0.49
H -4.3686 2.5323 -0.7457 0.112 0.055 0.123 0.48
O -1.0526 2.0330 -3.7078 -0.885 -0.849 -0.245 -0.94
H -1.9433 2.3314 -3.4985 -0.095 0.020 0.069 0.47
H -1.1336 -0.5930 -5.4088 0.051 0.075 0.046 0.49
O -0.0726 -1.3584 -2.1452 -1.055 -0.728 1.852 -1.01
H 3.4604 2.9634 1.1783 0.364 0.097 -0.086 0.48
H -0.6983 0.2575 1.2190 0.239 0.874 1.245 0.52
O 0.8046 0.8763 2.2099 0.823 -0.358 0.784 -0.99
H 2.5659 -1.1935 -1.9190 -0.688 0.228 -0.133 0.47
O 2.5987 1.8872 -2.0569 0.065 -0.060 0.351 -0.95
H 3.2060 1.8584 -2.8027 -0.089 -0.024 -0.105 0.48
H 2.7106 2.7474 -1.6418 0.029 0.091 -0.025 0.47
O 3.3445 2.0186 1.0760 -0.991 0.432 0.605 -0.97
H 4.0647 1.6033 0.6077 0.443 0.284 0.305 0.48
H -0.5415 -4.8852 0.4208 0.040 0.488 0.783 0.50
O 1.9210 -2.2655 2.0971 -1.045 0.912 0.892 -0.96
H 3.3267 -2.3829 0.3069 0.555 -0.186 -0.008 0.49
H -3.1030 -1.1462 2.3950 -0.317 0.226 -0.258 0.55
O -0.9484 -1.6191 3.1390 -0.398 -0.938 0.002 -1.01
H -0.0603 -1.3728 2.8495 0.192 -0.111 0.251 0.53
H 2.6520 -3.7663 -0.1412 0.235 0.001 0.255 0.49
O -1.2288 -0.1301 5.4411 0.049 -0.865 0.178 -0.97
H -1.4398 5.0295 -1.3781 -0.506 -0.073 0.606 0.47
H 0.7869 -1.3534 -2.5331 0.528 0.563 -1.173 0.51
H 1.7518 0.7387 2.3645 0.086 0.058 -0.646 0.50
H 0.5601 1.3235 3.0339 -0.648 0.249 -0.208 0.50
```
Forces are in eV/Å.

Properties
net charge	+1
relative energy (zero: lowest compared OMol25 entry of this formula, charge and spin)	4.6440	eV
max |F|	2.92	eV Å⁻¹
gap between HOMO and LUMO	0.3661	Eh

---

# 3
This record from the Open Molecules 2025 dataset describes a molecular structure, C4H4LiO5Tl at a distorted geometry. The level of theory is the ωB97M-V functional and the def2-TZVPD basis.

```
15
Properties=species:S:1:pos:R:3:forces:R:3:lowdin_charge:R:1
O -0.4177 0.3359 -1.2718 -1.882 -1.338 1.910 0.07
C 0.8389 0.6962 -1.2040 1.341 0.639 0.803 -0.63
C -1.1467 0.8625 -0.0292 -0.352 2.041 -1.954 -0.02
O 1.7388 0.1657 -1.8335 -0.556 -0.595 0.091 0.07
O 1.0620 1.6248 -0.2928 0.190 -0.162 -0.182 0.11
C -0.1041 1.8476 0.5128 -0.228 0.361 0.255 -0.07
H -1.6247 0.2830 0.7653 0.851 -1.438 -0.479 0.13
H -2.0202 1.3294 -0.4964 0.321 0.311 0.169 0.14
H 0.1721 1.6332 1.5508 -0.054 0.183 -0.235 0.14
H -0.4099 2.8931 0.4114 0.095 -0.232 0.052 0.16
O -0.1740 -2.2736 1.9053 3.284 6.747 1.586 -0.05
C 0.5085 -1.6532 1.0104 -1.523 -3.737 0.574 -0.11
O 0.5808 -2.3580 -0.1185 4.214 6.610 -0.168 -0.27
Li 1.6372 -1.7407 -1.5171 0.802 0.852 -1.216 0.79
Tl -0.6411 -3.6459 0.6074 -6.502 -10.240 -1.206 1.53
```
Forces are in eV/Å.

Properties
net charge	+2
relative energy (zero: lowest compared OMol25 entry of this formula, charge and spin)	0.0000	eV
max |F|	12.19	eV Å⁻¹
gap between HOMO and LUMO (alpha / beta)	0.2036 / 0.1906	Eh